Computed, not measured: 12 unconnected molecules or ions with the total composition C45H104F9N7O19P2 at a distorted geometry, with ωB97M-V with the def2-TZVPD basis set.

Each line ends with the Löwdin charge.
Element x y z (Å)
C (-8.81670, -2.42465, 5.07244)  -0.099
C (-8.05901, -1.98876, 3.81166)  -0.224
C (-6.71999, -2.77467, 3.55813)  -0.204
C (-6.04455, -2.41755, 2.27261)  -0.091
N (-4.65110, -3.12258, 2.17222)  -0.216
C (-3.77063, -2.88209, 3.43264)  -0.072
C (-2.36501, -3.09872, 2.93490)  -0.150
C (-2.37870, -2.60506, 1.51449)  -0.161
C (-3.81282, -2.49516, 1.07044)  -0.118
C (-4.75966, -4.62842, 1.93360)  0.039
H (-9.88519, -2.21535, 5.03173)  0.071
H (-8.44815, -2.08879, 6.04043)  0.076
H (-8.75316, -3.51615, 5.08722)  0.066
H (-7.79892, -0.93242, 3.90330)  0.101
H (-8.63820, -2.09937, 2.89416)  0.109
H (-6.97494, -3.83668, 3.61401)  0.109
H (-6.06363, -2.65577, 4.42099)  0.111
H (-5.90091, -1.33702, 2.25409)  0.121
H (-6.61339, -2.74348, 1.40255)  0.139
H (-4.10824, -3.62666, 4.15079)  0.127
H (-3.96038, -1.86177, 3.76427)  0.136
H (-2.07115, -4.14157, 3.05075)  0.121
H (-1.67179, -2.47913, 3.50566)  0.097
H (-1.77696, -3.19134, 0.82088)  0.114
H (-1.98198, -1.59640, 1.39522)  0.094
H (-3.95716, -3.06742, 0.15498)  0.114
H (-4.16101, -1.47541, 0.92541)  0.109
H (-5.40750, -4.81864, 1.07857)  0.107
H (-5.16837, -5.08330, 2.83257)  0.100
H (-3.77844, -4.99936, 1.64392)  0.106
P (0.67166, -0.35558, -0.00132)  0.257
F (2.21293, -0.80030, 0.20186)  -0.151
F (0.23119, -1.86941, 0.44565)  -0.155
F (0.58751, 0.20428, 1.52293)  -0.155
F (-0.87448, 0.09694, -0.33048)  -0.176
F (1.13967, 1.09921, -0.57315)  -0.157
F (0.76492, -0.91941, -1.52792)  -0.175
C (2.73434, 4.09851, -1.38541)  -0.045
C (3.34577, 5.23556, -2.20007)  -0.418
C (2.87414, 6.66058, -1.78826)  -0.186
O (1.52126, 6.89553, -2.12730)  -0.205
C (1.01441, 8.15760, -1.76946)  -0.123
N (4.77739, 5.22314, -2.12562)  0.056
H (2.92793, 3.07915, -1.71964)  0.059
H (1.65228, 4.20135, -1.49334)  0.078
H (2.97670, 4.17200, -0.32456)  0.069
H (3.04328, 5.10374, -3.24337)  0.118
H (3.45498, 7.42462, -2.31355)  0.120
H (2.99395, 6.86777, -0.72010)  0.112
H (-0.07007, 8.15612, -1.86168)  0.085
H (1.39357, 8.97488, -2.39182)  0.082
H (1.32140, 8.47254, -0.76775)  0.080
H (5.28787, 5.39858, -2.97675)  0.081
H (5.07460, 4.36795, -1.67991)  0.048
C (6.84762, -5.44731, -1.73509)  -0.076
C (6.20295, -4.54670, -2.74469)  -0.445
C (5.25920, -3.53714, -2.06661)  -0.207
O (4.15458, -4.22512, -1.50111)  -0.164
C (3.20608, -3.31751, -0.95029)  -0.114
N (7.19975, -3.92155, -3.61771)  0.030
H (6.04589, -6.08270, -1.35310)  0.079
H (7.38540, -4.94642, -0.92942)  0.086
H (7.56430, -6.12921, -2.19741)  0.076
H (5.64986, -5.15928, -3.45994)  0.139
H (4.95431, -2.82775, -2.84066)  0.103
H (5.82653, -2.99568, -1.30456)  0.131
H (3.43711, -2.66176, -0.10835)  0.067
H (2.33104, -3.89708, -0.65218)  0.085
H (2.83921, -2.67243, -1.75285)  0.070
H (7.54915, -4.68851, -4.18383)  0.066
H (8.06245, -3.77992, -3.09870)  0.068
C (0.93135, -3.56617, -3.60714)  -0.047
C (-0.19952, -4.09941, -4.51261)  -0.423
C (-1.55867, -3.52589, -4.07693)  -0.180
O (-1.79211, -3.78355, -2.69870)  -0.217
C (-2.48595, -4.96972, -2.44759)  -0.113
N (0.13659, -3.82606, -5.91280)  0.032
H (1.86348, -3.87314, -4.08372)  0.080
H (0.94615, -3.91246, -2.57451)  0.065
H (0.91797, -2.48047, -3.49445)  0.057
H (-0.20138, -5.19202, -4.44487)  0.127
H (-2.35476, -3.93880, -4.70200)  0.126
H (-1.54270, -2.44014, -4.18200)  0.113
H (-3.52099, -4.96946, -2.80539)  0.081
H (-2.57712, -5.12660, -1.37218)  0.079
H (-2.01955, -5.83837, -2.91789)  0.090
H (-0.66111, -4.18311, -6.42931)  0.067
H (0.89925, -4.41614, -6.21970)  0.072
C (1.67579, 0.68559, 4.66171)  -0.040
C (0.18674, 0.78549, 4.75843)  -0.431
C (-0.29191, 2.20062, 4.31375)  -0.151
O (-1.69283, 2.36565, 4.34384)  -0.196
C (-2.43612, 1.93964, 5.44291)  -0.106
N (-0.47019, -0.30344, 4.04804)  0.075
H (2.01726, -0.26582, 5.07427)  0.088
H (2.18062, 1.38299, 5.33127)  0.074
H (1.97764, 0.80579, 3.62155)  0.068
H (-0.10048, 0.65377, 5.80440)  0.124
H (0.04161, 2.37655, 3.28894)  0.127
H (0.13376, 3.01151, 4.91071)  0.123
H (-2.58194, 2.72538, 6.19169)  0.095
H (-2.15068, 0.99354, 5.90307)  0.091
H (-3.49765, 1.81653, 5.20972)  0.076
H (-1.37814, 0.09736, 3.82410)  0.051
H (-0.05021, -0.38360, 3.12676)  0.031
C (-0.42596, 0.56707, -4.65189)  -0.055
C (0.84335, 1.43524, -4.53715)  -0.385
C (0.52986, 2.88257, -4.06728)  -0.189
O (-0.03860, 3.66774, -5.10773)  -0.202
C (0.34033, 5.04445, -5.11174)  -0.088
N (1.81046, 0.78588, -3.62523)  0.059
H (-0.81712, 0.52050, -3.63277)  0.065
H (-0.25899, -0.42968, -5.06551)  0.064
H (-1.23015, 0.92088, -5.30079)  0.080
H (1.34018, 1.57369, -5.49919)  0.137
H (1.46612, 3.31837, -3.71441)  0.095
H (-0.22852, 2.88394, -3.27905)  0.128
H (1.43184, 5.09517, -5.15546)  0.077
H (0.05938, 5.53650, -4.17880)  0.080
H (-0.07754, 5.45812, -6.02654)  0.087
H (1.85433, -0.14803, -4.02105)  0.063
H (1.28342, 0.62506, -2.77323)  0.023
C (-4.95786, -1.70421, -2.99685)  -0.044
C (-3.78299, -0.72315, -2.83156)  -0.411
C (-4.24732, 0.73345, -2.54662)  -0.216
O (-5.05968, 1.28108, -3.54776)  -0.177
C (-5.18639, 2.69111, -3.44548)  -0.100
N (-3.00598, -1.19337, -1.69682)  0.081
H (-5.73779, -1.43876, -3.70934)  0.078
H (-5.38512, -1.85768, -2.00325)  0.066
H (-4.59971, -2.69713, -3.27867)  0.055
H (-3.26078, -0.65709, -3.79017)  0.124
H (-3.34586, 1.35785, -2.55371)  0.117
H (-4.68074, 0.81928, -1.54462)  0.119
H (-6.05527, 2.96565, -4.04036)  0.090
H (-4.25003, 3.20823, -3.66503)  0.089
H (-5.43170, 3.05179, -2.44085)  0.080
H (-2.25486, -0.53962, -1.51202)  0.041
H (-2.45463, -1.96805, -2.05251)  0.052
C (3.00682, 4.26234, 5.95944)  -0.141
O (2.76340, 3.98010, 4.61415)  -0.235
P (4.04629, 3.94516, 3.65020)  0.449
O (5.14237, 3.10523, 4.16843)  -0.219
O (3.33896, 3.64060, 2.21899)  -0.214
C (3.42910, 2.31869, 1.70295)  -0.113
O (4.47690, 5.49649, 3.43604)  -0.218
C (3.67908, 6.47247, 2.79604)  -0.108
H (2.26619, 5.00905, 6.25519)  0.090
H (3.94270, 4.76148, 6.21858)  0.092
H (2.92538, 3.39573, 6.61581)  0.087
H (2.47643, 1.91778, 1.36841)  0.068
H (4.14411, 1.61711, 2.13429)  0.101
H (3.98431, 2.42299, 0.76431)  0.069
H (2.66450, 6.08647, 2.69210)  0.084
H (4.08522, 6.69979, 1.80954)  0.084
H (3.67469, 7.42142, 3.33189)  0.088
C (1.15768, -3.38122, 2.89477)  -0.075
C (2.65013, -3.22519, 2.71984)  -0.310
O (3.13103, -3.43066, 4.01165)  0.159
C (2.26899, -4.18795, 4.68051)  -0.552
O (2.51201, -4.72086, 5.73152)  0.161
O (1.09068, -4.25597, 4.01376)  0.077
F (2.97293, -1.95237, 2.36277)  0.065
H (0.70371, -3.84941, 2.02264)  0.130
H (0.72768, -2.38716, 3.01594)  0.108
H (3.11171, -3.93056, 2.02751)  0.169
C (-2.88893, 1.27544, 1.48723)  -0.034
C (-3.47509, 2.70803, 1.56760)  -0.310
O (-4.63981, 2.56524, 2.31329)  0.173
C (-4.65087, 1.37561, 2.90460)  -0.591
O (-5.46879, 0.96413, 3.70313)  0.124
O (-3.59322, 0.66979, 2.55830)  0.041
F (-3.65774, 3.29405, 0.37803)  0.104
H (-1.80683, 1.19908, 1.55490)  0.116
H (-3.20582, 0.78665, 0.56274)  0.116
H (-2.80101, 3.27131, 2.21744)  0.164
C (5.15510, 0.01355, -2.80376)  -0.041
C (4.73919, 0.73653, -1.52036)  -0.297
O (5.44697, 1.97598, -1.59843)  0.108
C (6.43572, 1.92368, -2.51043)  -0.530
O (7.31105, 2.73844, -2.68127)  0.152
O (6.33308, 0.73487, -3.15198)  0.060
F (5.13640, -0.04118, -0.49232)  0.069
H (4.45362, 0.11806, -3.62984)  0.125
H (5.55020, -0.98724, -2.63997)  0.109
H (3.64882, 0.72785, -1.50316)  0.135

Results
**E_tot**: -5171.533341 Eh
**E_LUMO**: -0.0145 Eh
**Charge**: 0
**HOMO level**: -8.472 eV
**Gap between HOMO and LUMO**: 8.08 eV

Computed, not measured: 15 unconnected molecules or ions with the total composition C45H105N15O15 at a distorted geometry, with ωB97M-V with the def2-TZVPD basis set.

Each line ends with the Löwdin charge.
Element x y z (Å)
C (3.79897, 0.42247, 0.57329)  0.015
C (5.01773, -0.17977, 1.29598)  -0.488
O (5.12200, -1.40296, 1.35028)  0.008
N (5.88139, 0.64459, 1.93554)  0.014
C (6.97594, 0.11418, 2.67559)  -0.084
H (3.73013, 1.49141, 0.75445)  0.048
H (2.90213, -0.10111, 0.88492)  0.055
H (3.89747, 0.43350, -0.51442)  0.057
H (5.95627, 1.61486, 1.70106)  0.097
H (6.74940, -0.00349, 3.75012)  0.087
H (7.80727, 0.83009, 2.60533)  0.087
H (7.24073, -0.88021, 2.28229)  0.091
C (2.17800, 4.63524, 5.10143)  0.007
C (1.50974, 3.31302, 4.98257)  -0.563
O (0.57790, 2.93766, 5.66317)  0.042
N (2.11074, 2.47327, 4.07370)  0.009
C (1.63450, 1.12700, 3.97595)  -0.068
H (2.67975, 4.82388, 4.16014)  0.053
H (2.86715, 4.59376, 5.92356)  0.087
H (1.45144, 5.43203, 5.31906)  0.100
H (2.95984, 2.78163, 3.63909)  0.115
H (2.15768, 0.56815, 3.21145)  0.059
H (0.56407, 1.20937, 3.77967)  0.082
H (1.82539, 0.56873, 4.88446)  0.093
C (-1.50417, -1.81318, -4.09722)  0.018
C (-0.13729, -1.81691, -4.78286)  -0.511
O (0.79282, -2.44857, -4.24726)  -0.030
N (0.05122, -1.02744, -5.83824)  0.036
C (1.33850, -0.98030, -6.56203)  -0.041
H (-1.82858, -2.86432, -3.92566)  0.084
H (-2.29688, -1.22827, -4.61667)  0.093
H (-1.37094, -1.46587, -3.05516)  0.067
H (-0.72532, -0.58569, -6.26071)  0.125
H (1.19340, -1.40236, -7.54654)  0.080
H (2.00517, -1.61050, -5.96460)  0.080
H (1.69315, 0.05392, -6.70610)  0.077
C (-0.88424, -6.02377, -3.11919)  0.004
C (-0.53014, -5.32032, -1.86026)  -0.592
O (-0.88828, -5.81313, -0.79962)  0.013
N (0.13208, -4.17171, -1.91228)  0.027
C (0.42223, -3.30850, -0.79934)  -0.039
H (-0.11496, -5.86716, -3.90071)  0.093
H (-1.86962, -5.72482, -3.43292)  0.071
H (-0.91575, -7.08541, -2.88474)  0.086
H (0.26423, -3.76749, -2.84001)  0.086
H (1.31929, -2.73356, -1.10205)  0.082
H (0.63547, -3.90543, 0.09646)  0.089
H (-0.44339, -2.67567, -0.56696)  0.061
C (8.08725, 0.95150, -0.67212)  0.001
C (7.18912, 2.09455, -0.29627)  -0.552
O (7.49177, 2.87265, 0.63009)  -0.012
N (6.09190, 2.20866, -1.09730)  0.012
C (5.11915, 3.27955, -1.05770)  -0.064
H (8.64568, 1.21977, -1.57988)  0.092
H (7.43567, 0.12005, -0.97023)  0.075
H (8.80749, 0.69471, 0.11176)  0.085
H (5.84870, 1.45137, -1.73187)  0.076
H (5.17602, 3.71040, -0.04884)  0.081
H (4.12212, 2.90879, -1.29299)  0.071
H (5.38255, 3.97700, -1.84209)  0.085
C (0.67492, 2.61122, -5.33674)  -0.006
C (0.89798, 3.39881, -4.06218)  -0.534
O (1.10069, 2.78789, -3.00367)  -0.025
N (0.82387, 4.73243, -4.19342)  0.039
C (0.50660, 5.40749, -5.40059)  -0.093
H (1.01069, 1.60018, -5.17785)  0.043
H (1.25632, 3.01471, -6.18442)  0.091
H (-0.36512, 2.74286, -5.65541)  0.086
H (0.92790, 5.33858, -3.36701)  0.109
H (-0.17047, 4.82366, -6.00825)  0.069
H (1.38182, 5.70250, -6.01439)  0.100
H (-0.12325, 6.28679, -5.19620)  0.101
C (-5.77224, -0.57240, -2.52916)  0.010
C (-5.37262, -2.00874, -2.31538)  -0.581
O (-6.13891, -2.87959, -2.73825)  0.008
N (-4.30162, -2.35863, -1.62438)  0.031
C (-3.89328, -3.76157, -1.45293)  -0.035
H (-6.34412, -0.21846, -1.68324)  0.077
H (-6.37812, -0.64851, -3.42245)  0.080
H (-4.93067, 0.14111, -2.65193)  0.076
H (-3.61162, -1.63536, -1.42897)  0.085
H (-2.91356, -3.74207, -0.98267)  0.066
H (-3.90952, -4.23495, -2.43515)  0.082
H (-4.60792, -4.28524, -0.81878)  0.069
C (-2.34584, -5.34159, 1.93311)  0.002
C (-3.61934, -4.61596, 2.35833)  -0.508
O (-3.60750, -3.61124, 3.07123)  0.002
N (-4.78687, -5.09905, 1.84516)  -0.004
C (-6.06306, -4.48998, 2.01504)  -0.063
H (-2.53392, -6.35119, 1.55568)  0.084
H (-1.69006, -5.42301, 2.80456)  0.081
H (-1.84184, -4.74792, 1.17355)  0.047
H (-4.72156, -5.89747, 1.20978)  0.143
H (-6.27363, -3.88486, 1.14298)  0.084
H (-6.03143, -3.88557, 2.91464)  0.071
H (-6.82104, -5.24822, 2.15825)  0.088
C (3.33233, 0.41213, -3.71495)  0.023
C (4.14875, -0.49373, -2.84431)  -0.558
O (5.22763, -0.11534, -2.38853)  -0.009
N (3.69928, -1.71007, -2.61074)  0.044
C (4.38000, -2.66336, -1.77424)  -0.042
H (3.99008, 0.88524, -4.44868)  0.102
H (2.84508, 1.23104, -3.15737)  0.069
H (2.54457, -0.18353, -4.17795)  0.051
H (2.81469, -1.92731, -3.07054)  0.111
H (3.65798, -3.36157, -1.31338)  0.080
H (4.95175, -2.12592, -1.02675)  0.070
H (4.97717, -3.38440, -2.32126)  0.085
C (-4.53008, 2.87554, -0.20943)  0.002
C (-3.72204, 3.22258, -1.43965)  -0.551
O (-3.87269, 4.31979, -2.01704)  -0.005
N (-2.87156, 2.32063, -1.93864)  0.028
C (-2.04424, 2.52115, -3.12532)  -0.069
H (-4.24429, 1.99689, 0.39559)  0.060
H (-5.56687, 2.72098, -0.53144)  0.085
H (-4.48226, 3.80529, 0.37083)  0.084
H (-2.70505, 1.47013, -1.39931)  0.089
H (-1.48900, 1.59740, -3.24055)  0.073
H (-1.46851, 3.45998, -3.02960)  0.076
H (-2.61689, 2.67336, -4.04535)  0.085
C (0.16076, 4.82394, -0.71168)  0.015
C (1.45998, 5.62340, -0.78283)  -0.528
O (1.70535, 6.25036, -1.80385)  0.018
N (2.29859, 5.45698, 0.24763)  0.033
C (2.25352, 4.41776, 1.26588)  -0.073
H (-0.60111, 5.42983, -1.20897)  0.098
H (-0.17969, 4.52003, 0.29746)  0.060
H (0.33460, 3.93433, -1.30584)  0.050
H (3.10113, 6.04708, 0.24713)  0.133
H (3.10114, 4.58364, 1.91853)  0.074
H (2.48186, 3.45892, 0.79465)  0.068
H (1.29381, 4.41292, 1.78724)  0.071
C (-2.13229, -1.33989, 1.17653)  0.008
C (-1.42940, -0.55556, 0.07741)  -0.523
O (-2.03682, -0.42213, -1.00960)  -0.051
N (-0.16830, -0.15303, 0.20712)  0.065
C (0.50683, 0.59540, -0.83745)  -0.038
H (-3.18751, -1.10089, 1.05701)  0.079
H (-1.80271, -1.14524, 2.19219)  0.053
H (-2.00280, -2.41633, 0.98350)  0.066
H (0.27714, -0.36923, 1.08068)  0.093
H (1.33087, 1.17793, -0.40825)  0.073
H (-0.20257, 1.30297, -1.26387)  0.060
H (0.92717, -0.01842, -1.65748)  0.089
C (-5.85340, -0.31077, 2.66411)  0.006
C (-6.07608, -0.51123, 4.08696)  -0.621
O (-6.77860, 0.19177, 4.80775)  0.025
N (-5.48855, -1.61711, 4.58411)  0.018
C (-5.62898, -1.95487, 6.04756)  -0.036
H (-5.14022, 0.51493, 2.55997)  0.080
H (-6.78139, -0.03591, 2.14810)  0.099
H (-5.47237, -1.24823, 2.22854)  0.074
H (-4.97816, -2.22672, 3.97575)  0.059
H (-4.75649, -2.58349, 6.28027)  0.081
H (-6.56802, -2.50433, 6.22782)  0.083
H (-5.63123, -1.05207, 6.63178)  0.066
C (-1.60707, 3.40637, 2.74818)  0.008
C (-2.29792, 2.10262, 3.05254)  -0.545
O (-2.57806, 1.34751, 2.14049)  0.025
N (-2.39366, 1.79164, 4.36362)  0.033
C (-2.91331, 0.55204, 4.95177)  -0.035
H (-0.73954, 3.17109, 2.08567)  0.076
H (-1.23317, 4.00582, 3.56209)  0.070
H (-2.24473, 3.99939, 2.08501)  0.085
H (-1.80709, 2.38769, 4.92848)  0.106
H (-3.98372, 0.66704, 5.14166)  0.073
H (-2.38397, 0.37146, 5.91434)  0.103
H (-2.75164, -0.27991, 4.27028)  0.066
C (-0.10661, -2.69748, 3.74951)  0.020
C (1.18732, -2.54686, 2.90850)  -0.494
O (1.45436, -1.50599, 2.28898)  -0.017
N (2.00874, -3.60791, 2.91068)  0.019
C (3.27077, -3.57849, 2.16570)  -0.047
H (-0.88389, -3.21570, 3.19974)  0.043
H (-0.49805, -1.70205, 3.99424)  0.073
H (0.04886, -3.26944, 4.66209)  0.082
H (1.69434, -4.45119, 3.36968)  0.137
H (3.04066, -3.15274, 1.21249)  0.052
H (3.71494, -4.57479, 2.12036)  0.093
H (3.96786, -2.94029, 2.71121)  0.078

Results
**E_tot**: -3727.897113 Eh
**E_LUMO**: 0.0073 Eh
**Charge**: 0
**HOMO level**: -9.117 eV
**Gap between HOMO and LUMO**: 9.32 eV